Molecular formula: C5H12N2O
Method: DFT, the ωB97M-V functional and the def2-TZVPD basis

Geometry (Å):
H (-3.227, 0.558, -0.938)
N (-2.293, 0.889, -1.201)
C (-1.400, 0.017, -0.874)
C (0.145, 0.101, -1.553)
C (0.713, -1.286, -1.759)
H (-1.712, -0.978, -0.524)
H (0.410, 0.971, -0.944)
H (0.481, 0.672, -2.430)
H (1.803, -1.294, -1.639)
H (0.498, -1.643, -2.773)
H (0.308, -2.048, -1.085)
C (-0.772, 1.205, 1.963)
N (-0.450, 0.092, 1.411)
C (1.018, -0.382, 1.719)
O (1.972, 0.640, 1.786)
H (-0.072, 1.850, 2.514)
H (-1.764, 1.643, 1.786)
H (1.330, -1.117, 0.975)
H (0.978, -0.907, 2.673)
H (2.034, 1.017, 0.895)

Calculated values
- molecular weight (g mol⁻¹) = 116.16
- frontier orbital gap (eV) = 10.11
- HOMO energy (eV) = -9.3
- F_max (eV/Å) = 4.69
- SMILES = [H]/N=C/CC.C=NCO
- net charge = 0
- spin multiplicity = 1
- energy above the lowest of the compared OMol25 structures with the same formula, charge and spin (eV) = 4.713